# 1
# C44H41CdN3O2P2Te

A structure of composition C44H41CdN3O2P2Te (ωB97M-V with the def2-TZVPD basis set, the OMol25 dataset).

```
! wB97M-V def2-TZVPD RIJCOSX def2/J DEFGRID3
* xyz 0 1
Cd 2.64240 -1.97561 -0.46994
C -0.35587 -4.89872 1.52866
C -0.16736 -4.75922 2.89185
C 0.74316 -3.82311 3.34759
C 1.42101 -3.03171 2.42843
N 1.22558 -3.16020 1.11471
C 0.36994 -4.08368 0.67944
C 2.44519 -2.04143 2.86458
C 2.54816 -1.61883 4.18432
C 3.58717 -0.77564 4.53491
C 4.47883 -0.36374 3.55967
C 4.26571 -0.78030 2.25649
N 3.27586 -1.60295 1.91845
H -1.04098 -5.62788 1.12038
H -0.70651 -5.38240 3.59311
H 0.94042 -3.72627 4.40447
H 0.27988 -4.17683 -0.39568
H 1.82151 -1.92478 4.92205
H 3.68791 -0.43473 5.55707
H 5.30886 0.29013 3.78840
H 4.89327 -0.43769 1.44130
O 3.53469 -4.18770 -0.79138
N 2.74150 -4.50182 -1.68796
O 1.88299 -3.61399 -1.94734
C 1.92084 4.88227 -4.00881
C 2.52211 3.64594 -3.39606
C 2.95594 3.63079 -2.07955
C 3.52352 2.49472 -1.50456
C 3.96682 2.56109 -0.06828
C 3.65654 1.33274 -2.27249
Te 4.60831 -0.38277 -1.45643
C 3.22815 1.32719 -3.60797
C 3.33284 0.10428 -4.47663
C 2.66758 2.48294 -4.14240
H 1.77894 5.66360 -3.26257
H 0.95161 4.66691 -4.46243
H 2.56459 5.28238 -4.79456
H 2.85506 4.52851 -1.47771
H 3.75600 3.54389 0.35514
H 5.03470 2.35759 0.02699
H 3.45595 1.80287 0.53041
H 2.81632 -0.74586 -4.02492
H 4.37143 -0.20489 -4.60114
H 2.90453 0.29519 -5.46105
H 2.33561 2.47182 -5.17631
C -2.68863 0.39750 1.40743
P -1.13975 -0.62952 1.40897
C -0.11373 0.41382 2.52557
C 1.06876 1.05019 2.15693
C 1.77420 1.82427 3.07002
C 1.32183 1.95866 4.37293
C 0.16759 1.29359 4.76709
C -0.53603 0.52480 3.85356
C -0.47380 -0.23799 -0.25209
C -0.22860 1.05803 -0.71599
C 0.19888 1.27366 -2.01534
C 0.38954 0.19721 -2.87536
C 0.14619 -1.09256 -2.43555
C -0.29534 -1.30254 -1.13163
P -4.15976 -0.66199 1.04584
C -5.42143 0.62223 0.68809
C -6.42201 0.38296 -0.25399
C -7.43653 1.30439 -0.46288
C -7.47394 2.48217 0.27062
C -6.49072 2.72812 1.21674
C -5.47575 1.80434 1.42553
C -3.75171 -1.21987 -0.65190
C -3.62289 -2.58549 -0.88129
C -3.29669 -3.06469 -2.14623
C -3.10114 -2.17628 -3.19031
C -3.22629 -0.80761 -2.97202
C -3.54781 -0.33462 -1.71244
H -2.60391 1.24397 0.72113
H -2.80762 0.79302 2.41730
H 1.44390 0.95854 1.14567
H 2.68121 2.32453 2.75295
H 1.86767 2.57024 5.08039
H -0.18824 1.37818 5.78639
H -1.43181 0.00454 4.17808
H -0.36916 1.90519 -0.05395
H 0.40510 2.27879 -2.36093
H 0.72866 0.37458 -3.88764
H 0.28507 -1.93958 -3.09492
H -0.57008 -2.30213 -0.82129
H -6.40287 -0.52853 -0.83993
H -8.19934 1.10145 -1.20386
H -8.26406 3.20295 0.10507
H -6.51001 3.64302 1.79535
H -4.72003 2.01815 2.17127
H -3.78147 -3.27756 -0.06207
H -3.20075 -4.13013 -2.31344
H -2.84600 -2.54551 -4.17564
H -3.06329 -0.11137 -3.78488
H -3.64816 0.73280 -1.54962
*
```

Kohn-Sham gap   6.79 eV
LUMO   -0.408 eV
Relative energy (zero: lowest compared OMol25 entry of this formula, charge and spin)   0.318 eV
Energy   -3134.49824 a.u.


# 2
# C5H6O2

An isolated molecule of C5H6O2 at a distorted geometry (ωB97M-V with the def2-TZVPD basis set, the OMol25 dataset).

```
! wB97M-V def2-TZVPD RIJCOSX def2/J DEFGRID3
* xyz 0 1
O 1.41442 -0.36633 1.19818
C 0.84445 0.45690 0.25432
C -0.29032 1.39122 0.87694
C -1.44367 0.56578 0.57302
C -1.77227 -0.41824 -0.06048
C -0.87013 -1.19223 -0.92179
O 0.46772 -0.61543 -0.74101
H 1.20139 -1.14269 0.59609
H 1.56397 1.07080 -0.30883
H -0.09663 1.54356 1.94664
H -0.32180 2.37118 0.38490
H -0.85548 -2.27340 -0.70449
H -1.10216 -1.07347 -1.98411
*
```

SMILES   O[C@@H]1CC#CCO1
Kohn-Sham gap   10.23 eV
LUMO   0.381 eV
Relative energy (zero: lowest compared OMol25 entry of this formula, charge and spin)   4.564 eV
Energy   -344.43420 a.u.


# 3
# C5H8O

An isolated molecule of C5H8O (ωB97M-V with the def2-TZVPD basis set, the OMol25 dataset).

```
! wB97M-V def2-TZVPD RIJCOSX def2/J DEFGRID3
* xyz 0 1
C 1.17918 1.53116 -0.32022
C 0.84405 0.34578 -0.81875
C -0.28483 -0.53470 -0.32385
C -1.42644 0.19869 0.37424
C 0.32426 -1.60163 0.58379
O 1.23449 -2.32256 0.25933
H 0.63380 2.00334 0.49339
H 2.03683 2.07414 -0.70685
H 1.44674 -0.08663 -1.61499
H -0.68828 -1.08241 -1.18747
H -1.07151 0.79236 1.22354
H -1.93688 0.87295 -0.31945
H -2.16459 -0.51487 0.75792
H -0.12682 -1.67562 1.59937
*
```

SMILES   C=C[C@H](C)C=O
Kohn-Sham gap   10.57 eV
LUMO   1.000 eV
Relative energy (zero: lowest compared OMol25 entry of this formula, charge and spin)   1.171 eV
Energy   -270.51485 a.u.


# 4
# C22H32N4O3

An isolated molecule of C22H32N4O3 (ωB97M-V with the def2-TZVPD basis set, the OMol25 dataset).

```
! wB97M-V def2-TZVPD RIJCOSX def2/J DEFGRID3
* xyz 0 1
C -7.73570 -1.53359 -0.09446
O -6.70122 -1.41484 0.84946
C -5.54315 -0.79723 0.46749
C -5.29287 -0.27458 -0.79477
C -4.08111 0.33369 -1.07717
C -3.09808 0.42897 -0.10221
N -1.85151 1.02738 -0.31605
C -1.35469 1.55421 -1.47260
O -1.96722 1.66299 -2.51617
N -0.03312 1.94072 -1.42820
C 0.85555 2.09192 -0.28254
C 0.85768 0.80348 0.56911
O 0.66342 0.86379 1.77592
N 1.06042 -0.38620 -0.03122
C 1.23036 -0.70479 -1.43196
C 2.57599 -1.40500 -1.65677
N 2.61007 -2.57764 -0.82372
C 3.78022 -3.42350 -0.91249
C 3.67768 -4.32056 0.33187
C 2.68830 -3.59339 1.26377
C 2.47813 -2.24303 0.58221
C 1.12480 -1.57891 0.80010
C 0.39799 3.30439 0.55951
C 1.38642 3.70629 1.65205
C 2.77854 3.93982 1.08005
C 3.23952 2.69305 0.33535
C 2.27512 2.37555 -0.80401
C -3.34861 -0.09752 1.16536
C -4.55335 -0.70123 1.44649
H -8.54798 -2.04458 0.42053
H -7.42581 -2.12914 -0.95976
H -8.08484 -0.55334 -0.43570
H -6.03333 -0.32960 -1.57687
H -3.89571 0.73770 -2.05798
H -1.26021 1.03045 0.50097
H 0.22424 2.47101 -2.24960
H 0.43229 -1.40144 -1.71455
H 1.14407 0.18218 -2.05221
H 3.40740 -0.70984 -1.42314
H 2.66091 -1.70444 -2.70396
H 3.76141 -3.98917 -1.84559
H 4.71200 -2.83095 -0.88483
H 4.65250 -4.44493 0.80030
H 3.30212 -5.30666 0.06676
H 3.07169 -3.48444 2.27581
H 1.74103 -4.12922 1.30817
H 3.27124 -1.53400 0.89600
H 0.32559 -2.26532 0.50310
H 0.99019 -1.28311 1.84073
H -0.56961 3.09003 1.01590
H 0.26115 4.14014 -0.13261
H 1.02289 4.61354 2.13852
H 1.42855 2.91480 2.39932
H 3.47618 4.17466 1.88554
H 2.76162 4.78867 0.39145
H 3.27854 1.85080 1.02921
H 4.24151 2.84347 -0.07261
H 2.22480 3.23835 -1.47484
H 2.64971 1.52848 -1.37808
H -2.58886 -0.02925 1.93147
H -4.75484 -1.10909 2.42419
*
```

SMILES   COc1ccc(NC(=O)NC2(C(=O)N3CCN4CCC[C@@H]4C3)CCCCC2)cc1
Kohn-Sham gap   8.47 eV
LUMO   0.786 eV
Relative energy (zero: lowest compared OMol25 entry of this formula, charge and spin)   1.512 eV
Energy   -1302.31650 a.u.


# 5
# H18O9Sn

A structure of composition H18O9Sn at a distorted geometry (ωB97M-V with the def2-TZVPD basis set, the OMol25 dataset).

```
! wB97M-V def2-TZVPD RIJCOSX def2/J DEFGRID3
* xyz 2 1
Sn 0.17118 0.18586 0.02036
O 2.30118 -0.54614 1.50936
H 3.07518 -0.90914 1.09336
H 2.16818 -1.01514 2.32036
O 0.75818 -2.37514 -0.30764
H 1.58418 -2.79214 -0.30464
H 0.15718 -3.13014 -0.47164
O 0.50518 2.07686 1.92336
H 0.68918 2.99086 2.03536
H 1.32218 1.79986 2.24636
O 1.91418 0.03786 -1.96364
H 2.76218 0.46186 -2.16164
H 1.89918 -0.81414 -2.44264
O -1.98782 -1.69914 -0.23264
H -1.75282 -1.94214 -1.12164
H -2.91082 -1.38114 -0.26864
O -0.46882 -1.37014 2.32236
H -0.88682 -0.81414 2.98336
H -1.18482 -1.92614 2.00936
O -2.33782 1.18986 0.53236
H -3.22582 0.93686 0.37236
H -2.29382 2.00886 1.05036
O -1.17182 0.00686 -2.30864
H -2.04682 0.19786 -2.54464
H -0.77382 0.33086 -3.09064
O 0.26318 2.65586 -0.90864
H 0.38418 2.92586 -1.78164
H 1.08718 2.90886 -0.50964
*
```

Kohn-Sham gap   10.96 eV
LUMO   -6.333 eV
Relative energy (zero: lowest compared OMol25 entry of this formula, charge and spin)   0.221 eV
Energy   -901.72243 a.u.


# 6
# C3H2O3S

A structure of composition C3H2O3S at a distorted geometry (ωB97M-V with the def2-TZVPD basis set, the OMol25 dataset).

```
! wB97M-V def2-TZVPD RIJCOSX def2/J DEFGRID3
* xyz 0 1
C -1.14564 -0.89887 0.61001
C 0.51193 -1.20837 -0.53535
C -2.34300 -1.10668 0.28740
O 1.51237 -1.01198 -0.08941
O 3.60386 2.04562 -0.41897
O 1.22328 2.65510 -0.20840
S 2.38245 2.02305 0.31619
H -2.53091 -0.97251 -0.76744
H -3.21434 -1.52536 0.80596
*
```

Kohn-Sham gap   8.96 eV
LUMO   -0.867 eV
Relative energy (zero: lowest compared OMol25 entry of this formula, charge and spin)   5.777 eV
Energy   -739.23900 a.u.


# 7
# C4H11ClNOTi

A structure of composition C4H11ClNOTi at a distorted geometry (ωB97M-V with the def2-TZVPD basis set, the OMol25 dataset).

```
! wB97M-V def2-TZVPD RIJCOSX def2/J DEFGRID3
* xyz 0 4
Ti 3.29186 -0.51035 -12.37654
Cl 5.20387 -1.33238 -13.98015
C 7.28747 -2.66832 -11.03271
C 6.87541 -4.12065 -11.17316
C 6.42805 -4.81128 -9.88871
O 7.56344 -5.13245 -9.11243
C 7.31565 -5.21387 -7.74860
N 5.77320 -4.35058 -12.13455
H 7.60069 -2.35577 -12.02762
H 8.16893 -2.73658 -10.38607
H 6.61416 -1.94829 -10.57246
H 7.74060 -4.67074 -11.57000
H 5.79780 -5.68522 -10.08035
H 5.81883 -4.05495 -9.36626
H 6.89144 -4.27925 -7.35974
H 8.25970 -5.40552 -7.24026
H 6.63818 -6.02790 -7.45606
H 5.71187 -5.34673 -12.30642
H 5.90139 -3.88842 -13.02766
*
```

Kohn-Sham gap (spin up / spin down)   6.46 / 7.86 eV
LUMO (spin up / spin down)   -1.106 / -0.895 eV
⟨S²⟩   3.753
Energy   -1598.52834 a.u.


# 8
# C13H27CoO14P

A structure of composition C13H27CoO14P at a distorted geometry (ωB97M-V with the def2-TZVPD basis set, the OMol25 dataset).

```
! wB97M-V def2-TZVPD RIJCOSX def2/J DEFGRID3
* xyz -2 4
Co 1.83138 -0.77500 0.46336
P 3.75035 -0.92893 -0.86883
O 3.54801 0.47756 -0.28351
O 3.69462 -1.65137 0.48492
O 5.04595 -1.30315 -1.60427
O 2.29313 -1.13218 -1.35392
C 0.72738 1.19645 3.02097
O 1.52963 0.41273 2.18312
H 1.39022 1.81709 3.62393
H 0.14936 1.92943 2.45818
H 0.16355 0.61060 3.74690
C -3.78477 2.07202 -0.02761
C -2.41242 1.37519 0.01958
O -2.23792 0.45768 -1.08718
C -1.19773 -0.33977 -1.05961
O -0.26130 -0.39935 -0.18986
O -1.40710 -1.31371 -1.97862
C -0.71616 -2.53905 -1.87902
H -4.56841 1.31511 -0.06061
H -3.86921 2.61155 -0.97093
H -4.09539 2.64495 0.84611
H -2.19889 0.80935 0.92641
H -1.61778 2.11588 0.10923
H -1.22769 -3.24137 -2.53719
H -0.87867 -2.93744 -0.87753
H 0.36821 -2.49941 -1.98235
C -1.64182 -2.93127 3.40006
C -0.33245 -3.57587 3.81706
O 0.11046 -4.37302 2.76445
C 0.82116 -3.79493 1.71811
O 1.14843 -2.58665 1.63997
O 1.04440 -4.72335 0.81372
C 1.86627 -4.42371 -0.32202
H -2.41151 -3.69684 3.30222
H -1.55578 -2.39900 2.45276
H -1.80527 -2.24675 4.23242
H -0.37502 -4.11051 4.76598
H 0.39970 -2.78856 3.99652
H 1.48700 -3.53651 -0.82911
H 1.77635 -5.26809 -1.00541
H 2.88454 -4.42493 0.06687
C 2.46327 3.41311 -1.46475
C 1.36458 2.40916 -1.29555
O 0.30225 2.64008 -2.20817
C -0.51876 3.64863 -2.16325
O -0.58116 4.43717 -1.20846
O -1.20446 3.66632 -3.34722
C -2.32661 4.52252 -3.51267
H 2.17311 4.45587 -1.33611
H 2.99778 3.24995 -2.40058
H 3.15570 3.29336 -0.63150
H 0.97226 2.66519 -0.31137
H 1.80148 1.41152 -1.33981
H -2.26585 5.51875 -3.07458
H -3.23503 4.11908 -3.06533
H -2.53336 4.64445 -4.57591
*
```

Kohn-Sham gap (spin up / spin down)   3.87 / 3.83 eV
LUMO (spin up / spin down)   4.106 / 4.106 eV
Relative energy (zero: lowest compared OMol25 entry of this formula, charge and spin)   0.000 eV
⟨S²⟩   3.758
Energy   -3289.07098 a.u.